(a)
Here is a single C3H4N2O2S2 molecule from the Open Molecules 2025 dataset. Energies are from ωB97M-V with the def2-TZVPD basis set.

CARTESIAN COORDINATES (ANGSTROEM)
C (0.7668, -1.5702, 0.2525)
C (-0.1641, -0.6295, -0.0935)
C (0.2957, 0.9110, -0.4461)
N (-0.2957, 1.9459, 0.3558)
N (-1.5896, -1.0148, -0.1517)
O (-1.8336, -2.1706, 0.1774)
O (-2.3889, -0.1489, -0.4773)
S (2.4126, -1.0985, 0.3854)
S (2.2200, 0.7368, -0.4719)
H (0.6252, -2.6318, 0.3768)
H (0.0778, 1.0364, -1.5515)
H (-0.3893, 1.8244, 1.2841)
H (0.2631, 2.8098, 0.3600)

**Frontier orbital gap (alpha / beta)**: 7.984 / 7.983 eV
**Charge**: 0
**SMILES**: N[C@H]1SSC=C1[N+](=O)[O-]
**HOMO energy (alpha / beta)**: -8.6 / -8.6 eV

=====

(b)
Here is a single C3H4N2O2S2 molecule from the Open Molecules 2025 dataset. Energies are from ωB97M-V with the def2-TZVPD basis set.

CARTESIAN COORDINATES (ANGSTROEM)
C (-0.4481, 0.7814, 1.3708)
C (-0.0137, -1.3768, 0.2177)
C (0.1908, 1.4167, 0.1548)
N (-0.3853, -0.6495, 1.3444)
N (0.9330, -0.7427, -0.4946)
O (-0.9215, 1.4204, 2.2826)
O (-0.6024, -2.4329, -0.0602)
S (-0.4804, 1.7588, -1.3321)
S (1.0275, -1.2721, -2.0636)
H (1.1232, 1.9720, 0.2454)
H (-1.1430, -1.0325, 1.8735)
H (-1.5588, 0.9857, -1.2824)
H (2.2787, -0.8285, -2.2563)

**Frontier orbital gap (alpha / beta)**: 6.582 / 6.987 eV
**Charge**: 0
**HOMO energy (alpha / beta)**: -8.2 / -8.4 eV

=====

In eV, relative to the most stable structure: (a) 1.828; (b) 0.000.

=====

(a)
Here is a molecular structure, C8H10NO from the Open Molecules 2025 dataset. Energies are from ωB97M-V with the def2-TZVPD basis set.

CARTESIAN COORDINATES (ANGSTROEM)
C (-2.0034, -0.8772, 0.3654)
C (-2.4910, 0.3128, 0.6348)
C (1.7220, 1.6323, 0.1980)
C (0.2763, -0.1353, -0.1621)
C (-0.3967, 1.5393, 0.5779)
C (-0.6039, -1.2806, -0.3283)
C (-1.8610, 1.6402, 0.6431)
C (2.6611, -0.2540, -0.9019)
N (1.5260, 0.3327, -0.2380)
O (0.6532, 2.2752, 0.6060)
H (-2.6106, -1.7127, 0.5597)
H (-3.5180, 0.2521, 1.1001)
H (2.6377, 2.2269, 0.2418)
H (-0.2829, -2.1804, 0.0508)
H (-0.9122, -1.4081, -1.4176)
H (-2.2985, 2.2860, -0.0373)
H (-2.3173, 2.3557, 1.4213)
H (3.0188, -1.1544, -0.2999)
H (2.1977, -0.6560, -1.8960)
H (3.4427, 0.5841, -0.9839)

**Frontier orbital gap (alpha / beta)**: 8.532 / 8.533 eV
**Charge**: +1
**HOMO energy (alpha / beta)**: -12.3 / -12.3 eV

=====

(b)
Here is a gas-phase ion, C8H10NO (charge +1) from the Open Molecules 2025 dataset. Energies are from ωB97M-V with the def2-TZVPD basis set.

CARTESIAN COORDINATES (ANGSTROEM)
C (-0.5279, 1.8413, -0.8516)
C (0.6283, 2.5792, -0.6717)
C (0.8574, -2.2453, 0.9981)
C (-0.0282, -0.3378, 0.4286)
C (1.0136, -0.1186, 1.2937)
C (-0.9997, 0.6081, -0.1824)
C (1.4479, 2.6651, 0.4158)
C (-1.0271, -2.4912, -0.5335)
N (-0.1236, -1.7195, 0.2808)
O (1.5462, -1.3138, 1.5926)
H (-1.2121, 2.1987, -1.6116)
H (0.8748, 3.2314, -1.5052)
H (1.0852, -3.2877, 1.1164)
H (-1.6735, 0.9777, 0.6121)
H (-1.6456, 0.0697, -0.8790)
H (2.3733, 3.2152, 0.3584)
H (1.1834, 2.2201, 1.3638)
H (-1.9811, -1.9799, -0.6442)
H (-0.5913, -2.6561, -1.5208)
H (-1.2000, -3.4566, -0.0603)

**Frontier orbital gap (alpha / beta)**: 6.095 / 6.097 eV
**Charge**: +1
**HOMO energy (alpha / beta)**: -12.2 / -12.2 eV

=====

In eV, relative to the most stable structure: (a) 0.800; (b) 0.000.

=====

(a)
Here is a molecular structure, C3H4F2O from the Open Molecules 2025 dataset. Energies are from ωB97M-V with the def2-TZVPD basis set.

CARTESIAN COORDINATES (ANGSTROEM)
C (-0.5149, 0.7154, 0.1076)
C (0.4965, -0.2302, -0.6091)
C (0.6182, -0.6519, 0.7847)
O (-1.7755, 0.2561, -0.0578)
F (1.7195, 0.2919, -1.0420)
F (1.4988, 0.0941, 1.4951)
H (-0.3674, 1.7888, 0.3735)
H (-0.0031, -0.8162, -1.3372)
H (0.3331, -1.5695, 1.2642)
H (-2.0051, 0.1215, -0.9790)

**Frontier orbital gap**: 9.416 eV
**Charge**: 0
**HOMO energy**: -8.7 eV

=====

(b)
Here is a single C3H4F2O molecule from the Open Molecules 2025 dataset. Energies are from ωB97M-V with the def2-TZVPD basis set.

CARTESIAN COORDINATES (ANGSTROEM)
C (-1.7404, -0.5648, -0.0845)
C (-0.7771, 0.2386, 0.2712)
C (1.0250, 0.0635, 0.0527)
O (1.4760, 1.2650, -0.2984)
F (1.2197, -0.9341, -0.8998)
F (1.4471, -0.5614, 1.1925)
H (-2.7636, -0.5097, 0.3065)
H (-1.5534, -1.5247, -0.4409)
H (-0.7347, 1.2744, 0.6644)
H (2.4015, 1.2532, -0.7637)

**Frontier orbital gap**: 11.024 eV
**Charge**: 0
**SMILES**: C=CC(O)(F)F
**HOMO energy**: -10.4 eV

=====

In eV, relative to the most stable structure: (a) 1.411; (b) 0.000.

=====

(a)
Here is a single C3H4F2O molecule from the Open Molecules 2025 dataset. Energies are from ωB97M-V with the def2-TZVPD basis set.

CARTESIAN COORDINATES (ANGSTROEM)
C (-0.6720, -0.1010, -0.0516)
C (0.2761, 0.5844, 0.8344)
C (0.3117, -0.6952, -0.7918)
H (0.6562, 1.6470, 0.5726)
H (0.2735, 0.6324, 2.0255)
H (0.2324, -1.8617, -0.7841)
H (0.4343, -0.3088, -1.7426)
O (1.3514, -0.2162, 0.1430)
F (-1.0709, 1.0358, -0.7328)
F (-1.7927, -0.7168, 0.5275)

**Frontier orbital gap**: 11.337 eV
**Charge**: 0
**SMILES**: FC1(F)COC1
**HOMO energy**: -10.4 eV

=====

(b)
Here is a single C3H4F2O molecule from the Open Molecules 2025 dataset. Energies are from ωB97M-V with the def2-TZVPD basis set.

CARTESIAN COORDINATES (ANGSTROEM)
C (-0.2759, -0.6402, 0.0514)
C (0.9294, -0.5537, 0.8310)
C (-0.7028, 0.9100, -0.7616)
O (0.8787, -1.2489, -0.3540)
F (1.6532, 0.5598, 0.8649)
F (1.1129, -1.2401, 1.9592)
H (-1.1015, -1.1162, 0.2498)
H (-1.1749, 0.6583, -1.7283)
H (0.1770, 1.4509, -1.0143)
H (-1.4962, 1.2202, -0.0980)

**Frontier orbital gap**: 11.603 eV
**Charge**: 0
**SMILES**: C[C@H]1OC1(F)F
**HOMO energy**: -10.6 eV

=====

In eV, relative to the most stable structure: (a) 0.749; (b) 0.000.

=====

(a)
Here is a molecular structure, C16H29S4Sb2Ti from the Open Molecules 2025 dataset. Energies are from ωB97M-V with the def2-TZVPD basis set.

CARTESIAN COORDINATES (ANGSTROEM)
Ti (-1.9292, -0.4757, 2.0819)
C (3.6720, 0.4191, 2.3695)
Sb (1.7078, 0.3151, 1.4627)
C (2.4422, -0.6615, -0.3187)
C (1.7599, 2.3870, 0.7072)
C (1.9297, 2.4480, -0.7709)
C (3.2161, 2.3779, -1.3095)
C (3.4403, 2.3279, -2.6745)
C (2.3574, 2.3489, -3.5419)
C (1.0769, 2.4553, -3.0246)
C (0.8334, 2.5221, -1.6513)
C (-0.5709, 2.7250, -1.1766)
Sb (-1.7250, 1.0074, -0.4656)
C (-1.4180, -0.1541, -2.2364)
C (-3.5774, 1.9040, -1.0269)
H (3.9300, -0.5598, 2.7735)
H (3.6596, 1.1387, 3.1881)
H (4.4251, 0.7149, 1.6379)
H (3.3574, -0.2160, -0.7053)
H (1.6779, -0.6319, -1.0969)
H (2.6221, -1.7063, -0.0594)
H (2.5977, 2.8640, 1.2172)
H (0.8384, 2.8509, 1.0552)
H (4.0588, 2.3451, -0.6264)
H (4.4516, 2.2666, -3.0572)
H (2.5087, 2.3011, -4.6131)
H (0.2311, 2.5042, -3.7021)
H (-1.1715, 3.0790, -2.0175)
H (-0.6339, 3.4929, -0.4031)
H (-1.9115, 0.3133, -3.0886)
H (-1.8313, -1.1477, -2.0710)
H (-0.3493, -0.2327, -2.4400)
H (-3.5055, 2.2971, -2.0417)
H (-3.8266, 2.6977, -0.3263)
H (-4.3469, 1.1367, -0.9676)
S (-3.7387, -1.2935, 0.8077)
S (-4.0955, 0.3894, 1.9655)
S (-1.4641, -0.5125, 4.3335)
S (-1.1803, 1.3416, 3.4234)
C (-1.9704, -4.1092, 0.1883)
C (-1.1930, -3.6854, 1.4321)
C (-1.9674, -4.0353, 2.7027)
C (-0.7848, -2.2088, 1.4120)
H (-2.1457, -5.1893, 0.1880)
H (-1.4171, -3.8549, -0.7199)
H (-2.9420, -3.6163, 0.1434)
H (-0.2738, -4.2913, 1.4402)
H (-2.9206, -3.5017, 2.7162)
H (-1.4038, -3.7391, 3.5908)
H (-2.1685, -5.1093, 2.7652)
H (-0.3834, -1.9540, 0.4172)
H (0.0521, -2.0842, 2.1136)

**Frontier orbital gap**: 6.583 eV
**Charge**: -1
**HOMO energy**: -3.9 eV

=====

(b)
Here is a molecular structure, C16H29S4Sb2Ti from the Open Molecules 2025 dataset. Energies are from ωB97M-V with the def2-TZVPD basis set.

CARTESIAN COORDINATES (ANGSTROEM)
Ti (-2.5798, 0.7070, -0.9160)
C (-1.0014, -2.7172, 3.1931)
Sb (-0.7555, -1.1884, 1.7000)
C (0.9646, -2.1548, 0.8367)
C (0.2967, 0.1979, 3.0264)
C (1.7497, 0.2955, 2.7258)
C (2.6346, -0.6244, 3.2895)
C (3.9777, -0.6521, 2.9535)
C (4.4679, 0.2601, 2.0305)
C (3.6067, 1.2031, 1.4914)
C (2.2541, 1.2537, 1.8312)
C (1.4217, 2.3760, 1.2777)
Sb (-0.0111, 2.0745, -0.3411)
C (1.5183, 1.4001, -1.6752)
C (-0.0120, 4.1167, -0.8707)
H (-1.4601, -3.5948, 2.7386)
H (-1.6509, -2.3590, 3.9914)
H (-0.0276, -2.9880, 3.6043)
H (1.7019, -2.4475, 1.5836)
H (1.4443, -1.5122, 0.0972)
H (0.5876, -3.0409, 0.3221)
H (0.1233, -0.1990, 4.0281)
H (-0.2210, 1.1525, 2.9431)
H (2.2448, -1.3482, 3.9980)
H (4.6343, -1.3850, 3.4061)
H (5.5116, 0.2535, 1.7424)
H (3.9917, 1.9382, 0.7928)
H (2.0890, 3.1032, 0.8102)
H (0.8930, 2.8982, 2.0795)
H (2.1948, 2.2237, -1.9116)
H (1.0500, 1.0402, -2.5888)
H (2.0905, 0.5984, -1.2063)
H (1.0113, 4.4916, -0.8195)
H (-0.6609, 4.6758, -0.2016)
H (-0.4037, 4.1862, -1.8829)
S (-2.0417, 1.8172, -2.9362)
S (-3.1450, 2.9479, -1.5537)
S (-4.5920, 0.0231, 0.0517)
S (-3.4229, 1.2312, 1.3027)
C (-1.4049, -1.3599, -4.1484)
C (-2.2836, -1.8232, -2.9918)
C (-3.7588, -1.6027, -3.3118)
C (-1.8805, -1.1825, -1.6560)
H (-1.6343, -1.9193, -5.0609)
H (-0.3450, -1.5065, -3.9233)
H (-1.5615, -0.3012, -4.3601)
H (-2.1363, -2.9100, -2.8984)
H (-3.9645, -0.5407, -3.4709)
H (-4.3976, -1.9470, -2.4953)
H (-4.0521, -2.1359, -4.2224)
H (-0.7830, -1.2242, -1.5673)
H (-2.2723, -1.8013, -0.8374)

**Frontier orbital gap**: 6.462 eV
**Charge**: -1
**HOMO energy**: -3.8 eV

=====

In eV, relative to the most stable structure: (a) 0.000; (b) 0.184.